A molecular structure, C20H16N2O5S3Ti in a non-equilibrium geometry. Source: the OMol25 dataset; level of theory: ωB97M-V with the def2-TZVPD basis set.

Geometry (Å):
Ti1 0.1348 2.7267 0.5030
S1 -1.8133 4.0779 0.7534
S2 -0.0238 -6.3278 1.0674
S3 -2.5174 5.1205 -1.9876
O1 1.4139 2.4320 -3.1370
O2 -2.1341 -7.0216 -0.4466
O3 0.3163 2.9348 -1.2540
O4 0.8631 2.9113 2.3186
O5 2.6341 2.6444 3.6867
N1 2.0894 2.4721 0.2542
N2 -2.5311 2.6437 -1.3797
C1 -0.1857 -0.4065 0.5954
C2 -0.4755 -3.9834 -0.2956
C3 -3.0476 3.9653 -3.3087
C4 2.5203 2.2533 -0.9831
C5 -0.0886 -1.8122 0.6652
C6 -0.3314 0.8067 0.5672
C7 -1.8668 -6.5204 0.5786
C8 -0.5008 -2.6121 -0.4095
C9 -2.2744 3.8473 -0.8753
C10 4.1716 1.8036 1.1857
C11 2.0722 2.6271 2.5206
C12 -2.7051 2.5576 -2.8199
C13 2.8643 2.2778 1.3343
C14 -2.7232 -5.9485 1.6390
C15 0.4780 -3.7871 1.9229
C16 4.6311 1.5628 -0.1043
C17 1.3726 2.5531 -1.9512
C18 3.8109 1.7993 -1.2161
C19 -0.0068 -4.5763 0.8779
C20 0.4219 -2.4145 1.8231
H1 -4.1166 4.1114 -3.4543
H2 0.8583 -4.2528 2.8172
H3 4.7812 1.6195 2.0574
H4 -2.4247 1.8017 -0.8161
H5 -2.3011 -6.1012 2.6285
H6 -2.8066 -4.8746 1.4758
H7 -3.5067 1.8525 -3.0526
H8 -2.5239 4.2281 -4.2254
H9 -1.7704 2.1975 -3.2716
H10 -3.7213 -6.3776 1.5774
H11 0.7664 -1.7955 2.6362
H12 5.6336 1.1891 -0.2558
H13 4.1552 1.6232 -2.2232
H14 2.0552 2.9133 4.4266
H15 -0.8085 -4.5953 -1.1217
H16 -0.8388 -2.1460 -1.3228

Forces on the atoms, in the same order (eV/Å):
Ti -3.1 -1.1 0.9
S 0.2 0.3 0.6
S 0.0 0.0 -0.2
S 0.3 -0.1 0.1
O 0.1 0.0 0.6
O -0.5 -0.3 -0.5
O -0.3 0.4 -0.9
O 1.1 0.1 1.1
O 0.0 -0.1 -0.7
N 2.0 -0.2 0.1
N 0.2 0.6 0.6
C -0.2 -0.6 0.0
C 0.0 0.2 -0.1
C -0.2 0.2 0.1
C -0.2 0.2 0.1
C 0.2 0.0 0.0
C 0.2 1.4 -0.1
C 1.4 0.2 0.5
C -0.1 0.0 0.0
C -0.8 -1.0 -1.0
C -0.9 0.4 0.6
C -0.5 0.3 1.1
C 0.0 -0.2 -0.5
C 0.9 -0.3 -1.0
C -0.9 0.0 0.3
C -0.1 0.3 -0.1
C -0.3 0.1 -0.6
C 1.4 -0.5 -1.4
C 0.1 0.0 0.4
C 0.0 -0.4 0.2
C 0.1 -0.1 0.0
H 0.0 0.0 0.0
H 0.0 -0.1 0.1
H 0.1 0.0 0.0
H 0.0 0.3 0.0
H 0.0 -0.1 -0.1
H 0.0 0.1 0.0
H 0.1 0.1 0.0
H 0.0 0.0 0.1
H -0.2 0.1 0.1
H -0.1 0.0 0.0
H 0.0 0.1 0.1
H 0.1 0.0 0.0
H 0.0 0.0 -0.1
H -0.1 0.0 -0.2
H 0.0 -0.1 0.0
H -0.1 0.0 -0.1

HOMO-LUMO gap in eV: 4.501
Charge: +2
Lowest unoccupied orbital energy in Ha: -0.309